Arrangement 1

A cluster of 3 separate species, C4H9P in total. Source: OMol25; level of theory: wB97M-V/def2-TZVPD.

## Properties
Structure (SMILES): C1=PC1.[H][H].C=C
Gap between HOMO and LUMO (Eh): 0.3426

The geometry in ORCA input format:
```
! wB97M-V def2-TZVPD RIJCOSX def2/J DEFGRID3
* xyz 0 1
C -2.40 -1.66 -0.17
C -1.36 -1.05 0.72
C 3.01 0.00 0.00
C 1.87 -0.48 0.48
P -2.46 0.12 0.35
H -2.17 -1.82 -1.16
H -3.23 -2.29 0.07
H -0.54 -1.43 1.26
H 3.20 -0.14 -1.17
H 3.73 0.67 0.56
H -0.91 4.59 -1.30
H 1.47 -0.37 1.50
H 1.27 -1.04 -0.20
H -1.47 4.91 -0.91
*
```



Arrangement 2

A structure of composition C4H9P. Source: OMol25; level of theory: wB97M-V/def2-TZVPD.

## Properties
Gap between HOMO and LUMO (Eh): 0.3771

The geometry in ORCA input format:
```
! wB97M-V def2-TZVPD RIJCOSX def2/J DEFGRID3
* xyz 0 1
C -0.64 0.30 -0.36
C 0.50 -0.51 0.18
C -1.81 0.62 0.65
C 2.30 0.01 -0.55
P -0.68 -1.39 -0.99
H -0.50 1.11 -1.15
H 0.60 -0.63 1.26
H -1.79 -0.18 1.39
H -2.77 0.80 0.10
H -1.59 1.52 1.28
H 3.00 -0.57 -0.05
H 2.41 1.03 -0.42
H 2.23 -0.25 -1.62
H -1.26 -1.85 0.28
*
```



It comes down to arrangement 2, which is 0.0611 hartree more stable than the next structure.



Arrangement 1

A cluster of 2 separate species, C2H8S2 in total. Source: OMol25; level of theory: wB97M-V/def2-TZVPD.

## Properties
Structure (SMILES): CS.CS
Gap between HOMO and LUMO (Eh): 0.3625

The geometry in ORCA input format:
```
! wB97M-V def2-TZVPD RIJCOSX def2/J DEFGRID3
* xyz 0 1
C -1.92 -1.00 0.74
S -0.51 -2.15 0.72
H -2.11 -0.69 -0.28
H -2.72 -1.45 1.32
H -1.64 -0.10 1.29
H 0.31 -1.39 0.00
C 1.74 1.06 -1.31
S 0.53 2.08 -0.41
H 1.64 0.07 -0.84
H 1.48 0.93 -2.35
H 2.74 1.40 -1.07
H 0.52 1.50 0.80
*
```



Arrangement 2

A cluster of 2 separate species, C2H8S2 in total. Source: OMol25; level of theory: wB97M-V/def2-TZVPD.

## Properties
Structure (SMILES): CS.CS
Gap between HOMO and LUMO (Eh): 0.3545

The geometry in ORCA input format:
```
! wB97M-V def2-TZVPD RIJCOSX def2/J DEFGRID3
* xyz 0 1
C -1.52 1.45 -0.25
S -1.21 0.96 1.50
H -0.43 1.73 -0.39
H -2.01 2.42 -0.25
H -1.89 0.73 -0.90
H 0.13 1.35 1.52
C 0.79 -1.43 -0.52
S 2.08 -0.64 0.55
H -0.14 -1.66 -0.02
H 1.14 -2.35 -1.03
H 0.57 -0.76 -1.40
H 2.49 -1.82 1.18
*
```



It comes down to arrangement 1, which is 0.0153 hartree more stable than the next structure.



Arrangement 1

An isolated molecule of C4H9OP. Source: OMol25; level of theory: wB97M-V/def2-TZVPD.

## Properties
Structure (SMILES): C/C=C(\C)[PH2]=O
Gap between HOMO and LUMO (Eh): 0.3915

The geometry in ORCA input format:
```
! wB97M-V def2-TZVPD RIJCOSX def2/J DEFGRID3
* xyz 0 1
C 0.59 0.07 0.04
C -0.06 1.37 -0.43
C -1.60 -1.23 -0.25
C -0.19 -0.99 0.25
O 3.15 -0.53 -0.75
P 2.37 0.01 0.36
H 0.53 1.85 -1.06
H -0.19 1.95 0.38
H -0.99 1.20 -0.97
H -2.27 -0.43 0.09
H -1.58 -1.44 -1.40
H -1.84 -2.15 0.08
H 0.47 -1.76 0.63
H 2.64 -0.50 1.60
H 2.63 1.31 0.58
*
```



Arrangement 2

A cluster of 2 separate species, C4H9OP in total. Source: OMol25; level of theory: wB97M-V/def2-TZVPD.

## Properties
Structure (SMILES): CP(C)O.C#C
Gap between HOMO and LUMO (Eh): 0.3369

The geometry in ORCA input format:
```
! wB97M-V def2-TZVPD RIJCOSX def2/J DEFGRID3
* xyz 0 1
C 3.63 0.43 -0.39
C 3.21 -0.69 -0.28
C -1.77 0.15 -1.19
C -0.55 -0.84 1.01
O -1.53 1.49 1.05
P -0.55 0.64 0.03
H 3.90 1.44 -0.62
H -1.98 2.31 0.84
H 3.06 -1.67 -0.33
H -1.49 -0.55 -1.94
H -2.34 -0.51 -0.55
H -2.08 1.07 -1.74
H -0.01 -0.49 2.02
H -1.57 -1.15 1.40
H 0.06 -1.64 0.68
*
```



It comes down to arrangement 1, which is 0.0511 hartree more stable than the next structure.



Arrangement 1

A cluster of 2 separate species, C4H9OP in total. Source: OMol25; level of theory: wB97M-V/def2-TZVPD.

## Properties
Gap between HOMO and LUMO (spin up / spin down) (Eh): 0.2884 / 0.3085

The geometry in ORCA input format:
```
! wB97M-V def2-TZVPD RIJCOSX def2/J DEFGRID3
* xyz 0 1
C 1.60 0.90 2.54
C 0.35 0.79 2.24
C 0.85 -0.56 -1.51
C -1.90 -0.76 -1.03
O -0.72 1.71 -1.68
P -0.51 0.53 -0.83
H 1.94 0.94 3.67
H 2.25 1.02 1.71
H -0.58 0.51 2.58
H 1.17 -1.26 -0.75
H 0.44 -1.11 -2.23
H 1.65 0.15 -1.68
H -2.92 -0.33 -0.73
H -1.83 -0.96 -2.02
H -1.81 -1.58 -0.29
*
```



Arrangement 2

A cluster of 2 separate species, C4H9OP in total. Source: OMol25; level of theory: wB97M-V/def2-TZVPD.

## Properties
Gap between HOMO and LUMO (spin up / spin down) (Eh): 0.3129 / 0.2921

The geometry in ORCA input format:
```
! wB97M-V def2-TZVPD RIJCOSX def2/J DEFGRID3
* xyz 0 1
C -2.51 0.35 -0.69
C -1.76 0.53 0.32
C 2.01 1.15 0.76
C 0.53 -0.65 0.21
O 1.36 0.31 -0.17
P 0.04 -1.93 -0.91
H -3.60 0.68 -0.71
H -2.31 -0.60 -1.29
H -1.81 1.11 1.20
H 2.14 0.67 1.76
H 1.38 1.97 1.22
H 2.87 1.50 0.27
H 0.36 -0.95 1.20
H 1.03 -2.79 -0.99
H 0.27 -1.34 -2.18
*
```



It comes down to arrangement 1, which is 0.0739 hartree more stable than the next structure.



Arrangement 1

The ion C5H9N2S2 with charge +1. Source: OMol25; level of theory: wB97M-V/def2-TZVPD.

## Properties
Gap between HOMO and LUMO (Eh): 0.3197

The geometry in ORCA input format:
```
! wB97M-V def2-TZVPD RIJCOSX def2/J DEFGRID3
* xyz 1 1
C -0.44 -1.04 0.59
C 0.74 -0.86 1.18
C -0.95 -0.26 -0.43
C 2.67 0.65 1.01
C -2.26 -0.52 -1.00
N 1.51 0.21 1.13
N -0.19 0.77 -0.86
S 3.78 -0.32 0.12
S 3.35 2.10 1.72
H -1.04 -1.95 0.86
H 1.09 -1.53 1.99
H -3.02 0.30 -0.94
H -2.56 -1.27 -0.32
H -2.17 -0.91 -2.08
H -0.51 1.37 -1.69
H 0.82 0.78 -0.52
H 4.60 0.59 -0.36
H 2.23 2.49 2.40
*
```



Arrangement 2

The ion C5H9N2S2 with charge +1. Source: OMol25; level of theory: wB97M-V/def2-TZVPD.

## Properties
Structure (SMILES): CCc1c(=S)s[nH][n+]1C
Gap between HOMO and LUMO (spin up / spin down) (Eh): 0.2700 / 0.2700

The geometry in ORCA input format:
```
! wB97M-V def2-TZVPD RIJCOSX def2/J DEFGRID3
* xyz 1 1
C 0.50 0.16 0.40
C 1.24 -0.14 1.59
C -1.80 0.95 0.75
C 0.06 -0.77 -1.89
C -0.40 1.38 0.30
N 1.66 -1.69 -0.32
N 0.68 -0.70 -0.56
S 1.38 0.69 2.97
S 2.20 -1.60 1.35
H -2.21 -0.03 0.42
H -2.40 1.68 0.36
H -1.69 0.94 1.81
H 0.63 0.05 -2.39
H -0.89 -0.53 -1.86
H 0.14 -1.84 -2.41
H 0.06 2.20 0.71
H -0.35 1.80 -0.68
H 1.18 -2.56 -0.56
*
```



It comes down to arrangement 1, which is 0.0651 hartree more stable than the next structure.



Arrangement 1

A structure of composition C32H26CaClIN4O4. Source: OMol25; level of theory: wB97M-V/def2-TZVPD.

## Properties
Gap between HOMO and LUMO (Eh): 0.2193

The geometry in ORCA input format:
```
! wB97M-V def2-TZVPD RIJCOSX def2/J DEFGRID3
* xyz -2 1
Ca 0.45 -0.23 0.50
O -5.02 1.72 -1.11
C -4.33 1.35 -2.21
C -4.99 1.41 -3.41
C -4.48 0.80 -4.52
C -3.21 0.25 -4.52
C -2.51 0.30 -3.31
C -2.99 0.99 -2.22
C -2.09 0.96 -1.03
O -1.01 0.34 -1.21
N -2.49 1.63 0.03
N -1.64 1.56 1.11
C -1.90 2.34 2.09
C -1.14 2.34 3.30
C -1.62 3.09 4.38
C -1.11 3.04 5.77
C 0.00 2.26 5.91
C 0.54 1.56 4.84
C 0.09 1.53 3.52
O 0.67 0.87 2.56
H -4.32 1.96 -0.42
H -6.06 1.77 -3.42
H -4.97 0.92 -5.46
H -2.75 -0.28 -5.33
H -1.44 -0.03 -3.14
H -2.69 3.10 1.97
H -2.56 3.57 4.29
H -1.76 3.47 6.63
H 0.47 2.07 6.85
H 1.48 0.94 5.00
Cl -0.55 -7.82 0.75
C -0.46 -6.11 1.09
C -0.19 -5.68 2.34
C -0.11 -4.35 2.62
I 0.33 -3.68 4.50
C -0.24 -3.33 1.67
O -0.21 -2.07 1.93
C -0.45 -3.82 0.35
N -0.56 -2.78 -0.62
C -0.91 -3.17 -1.83
C -1.20 -4.54 -2.20
C -0.97 -5.53 -1.30
C -0.56 -5.20 0.06
H 0.00 -6.42 3.09
H -1.07 -2.45 -2.62
H -1.45 -4.65 -3.25
H -1.00 -6.55 -1.58
C 3.52 3.69 -0.93
N 2.14 3.22 -1.11
C 1.49 2.97 0.14
C 2.17 1.97 -2.03
C 3.10 0.80 -1.62
C 4.42 0.90 -2.05
C 5.34 -0.10 -1.61
C 4.98 -1.07 -0.71
C 3.61 -1.19 -0.38
C 2.61 -0.29 -0.84
H 3.50 4.66 -0.50
H 4.03 3.83 -1.90
H 4.16 3.02 -0.32
H 1.48 3.88 0.74
H 1.92 2.12 0.78
H 0.46 2.69 0.01
H 2.69 2.23 -3.00
H 1.16 1.47 -2.29
H 4.74 1.62 -2.71
H 6.39 -0.16 -2.18
H 5.70 -1.79 -0.27
H 3.35 -1.94 0.35
*
```



Arrangement 2

A structure of composition C32H26CaClIN4O4. Source: OMol25; level of theory: wB97M-V/def2-TZVPD.

## Properties
Gap between HOMO and LUMO (spin up / spin down) (Eh): 0.1379 / 0.1312

The geometry in ORCA input format:
```
! wB97M-V def2-TZVPD RIJCOSX def2/J DEFGRID3
* xyz -2 1
Ca -1.37 -0.01 0.07
O -1.02 4.64 0.16
C -1.35 4.85 1.44
C -1.63 6.15 1.82
C -2.10 6.50 3.08
C -2.33 5.47 4.02
C -2.06 4.14 3.63
C -1.49 3.79 2.39
C -1.28 2.44 2.00
O -0.95 2.18 0.74
N -1.27 1.53 2.94
N -0.87 0.27 2.54
C -0.43 -0.41 3.48
C 0.49 -1.46 3.34
C 1.04 -2.11 4.59
C 2.00 -3.03 4.49
C 2.64 -3.31 3.42
C 2.14 -2.92 2.17
C 1.11 -2.04 2.25
O 0.59 -1.51 0.93
H -0.91 3.66 0.19
H -1.50 6.92 1.01
H -2.30 7.45 3.32
H -2.73 5.80 5.00
H -2.24 3.34 4.38
H -0.44 -0.13 4.46
H 0.17 -1.67 5.12
H 2.13 -3.51 5.57
H 3.38 -4.45 3.18
H 2.65 -3.21 1.16
Cl -4.21 2.28 -6.13
C -3.87 1.82 -4.44
C -4.77 2.05 -3.45
C -4.64 1.64 -2.11
I -6.21 2.24 -0.80
C -3.49 0.98 -1.76
O -3.22 0.55 -0.57
C -2.68 0.57 -2.85
N -1.53 -0.19 -2.42
C -0.70 -0.71 -3.35
C -0.76 -0.37 -4.68
C -1.82 0.52 -5.13
C -2.82 0.96 -4.14
H -5.70 2.70 -3.69
H 0.02 -1.32 -3.02
H -0.12 -0.82 -5.27
H -1.93 0.84 -6.14
C 4.82 -2.82 -1.23
N 4.18 -1.74 -0.45
C 4.95 -0.51 -0.26
C 2.76 -1.43 -1.06
C 1.68 -2.50 -1.02
C 1.65 -3.18 -2.10
C 0.70 -4.15 -2.20
C -0.37 -4.13 -1.27
C -0.37 -3.36 -0.28
C 0.74 -2.47 -0.06
H 4.52 -3.96 -0.58
H 5.87 -2.57 -1.05
H 4.39 -2.63 -2.49
H 4.63 0.23 0.59
H 4.86 0.59 -0.96
H 5.85 -0.50 0.02
H 2.85 -0.96 -2.07
H 2.97 -0.27 -0.09
H 2.77 -3.17 -2.48
H 0.94 -4.99 -2.76
H -0.86 -5.34 -1.76
H -1.16 -3.21 0.61
*
```



It comes down to arrangement 1, which is 0.5626 hartree more stable than the next structure.